# 1
This record from OMol25 describes a molecular structure, C13H12BrCoN4S2. The level of theory is the ωB97M-V functional and the def2-TZVPD basis.

- LUMO (spin up / spin down): -4.2 / -4.2 eV
- ΔE to the lowest compared entry with this formula, charge and spin: 0.0 kJ/mol
- 2S+1: 2
- Net charge: +1

Each line ends with the Löwdin charge.
CARTESIAN COORDINATES (ANGSTROEM)
Co1 -0.19 0.04 0.39  0.3957
C1 -2.96 3.46 -2.37  -0.4177
S1 -3.74 1.89 -1.99  0.9182
C2 -2.52 1.06 -1.08  -1.0430
S2 -0.94 1.72 -0.83  0.7013
N1 -2.90 -0.12 -0.65  -0.0648
N2 -1.89 -0.73 0.03  -0.1258
C3 -2.11 -1.89 0.52  -0.0128
C4 -0.98 -2.51 1.20  -0.2270
C5 -0.99 -3.78 1.72  0.0172
C6 0.18 -4.28 2.29  -0.0170
C7 1.31 -3.49 2.31  -0.0209
C8 1.24 -2.21 1.78  -0.0877
N3 0.12 -1.72 1.24  0.0177
H1 -3.70 4.00 -2.96  0.0414
H2 -2.06 3.32 -2.96  0.0301
H3 -2.75 4.03 -1.47  0.0361
H4 -3.08 -2.38 0.41  0.1465
H5 -1.89 -4.38 1.68  0.1295
H6 0.20 -5.28 2.70  0.1251
H7 2.24 -3.84 2.73  0.1199
H8 2.10 -1.55 1.78  0.1234
Br1 2.99 3.83 4.86  0.8476
C9 2.14 2.74 3.60  -0.6779
C10 1.37 1.66 4.01  -0.0779
C11 0.77 0.88 3.05  -0.1047
N4 0.88 1.13 1.73  -0.0417
C12 1.61 2.19 1.35  -0.1144
C13 2.26 3.01 2.24  -0.0730
H9 1.24 1.43 5.06  0.1162
H10 0.16 0.04 3.33  0.1186
H11 1.67 2.38 0.29  0.1037
H12 2.85 3.84 1.89  0.1181


# 2
This record from OMol25 describes C5H7N in the gas phase. The level of theory is the ωB97M-V functional and the def2-TZVPD basis.

- LUMO: 0.9 eV
- Structure (SMILES): C/N=c1/cc1C
- ΔE to the lowest compared entry with this formula, charge and spin: 409.6 kJ/mol
- 2S+1: 1

Each line ends with the Löwdin charge.
CARTESIAN COORDINATES (ANGSTROEM)
C1 -2.49 0.11 -0.01  -0.1506
N1 -1.52 1.17 -0.06  -0.0124
C2 -0.30 1.01 0.01  -0.2383
C3 1.05 1.91 0.01  0.1519
C4 1.05 0.57 0.25  -0.2216
C5 2.02 -0.48 -0.12  -0.0787
H1 -3.49 0.47 0.53  0.1106
H2 -2.03 -0.75 0.43  0.0548
H3 -2.89 -0.24 -0.94  0.0539
H4 1.50 2.84 -0.28  0.0828
H5 1.81 -1.40 0.45  0.0730
H6 3.12 -0.23 0.11  0.1064
H7 2.00 -0.75 -1.15  0.0681


# 3
This record from OMol25 describes a gas-phase ion, C4H4NO3 (charge -1). The level of theory is the ωB97M-V functional and the def2-TZVPD basis.

- LUMO: 3.5 eV
- Structure (SMILES): COC#CNC(=O)[O-]
- ΔE to the lowest compared entry with this formula, charge and spin: 293.6 kJ/mol
- 2S+1: 1
- Net charge: -1

Each line ends with the Löwdin charge.
CARTESIAN COORDINATES (ANGSTROEM)
C1 0.50 -1.62 -0.10  -0.1349
O1 -0.23 -1.08 -1.19  -0.1714
C2 -0.59 0.27 -1.00  -0.0838
C3 -1.01 1.34 -0.58  -0.1382
N1 -1.39 2.61 -0.36  0.0234
C4 -0.87 3.88 -1.04  -0.8173
O2 -1.70 4.72 -0.93  -0.0346
O3 0.16 3.83 -1.70  -0.0313
H1 0.45 -2.66 -0.36  0.0628
H2 0.11 -1.27 0.93  0.1155
H3 1.59 -1.35 -0.16  0.0880
H4 -2.40 2.89 -0.38  0.1219


# 4
This record from OMol25 describes 11 unconnected molecules or ions with the total composition C62H142O29. The level of theory is the ωB97M-V functional and the def2-TZVPD basis.

- LUMO: 0.4 eV
- Structure (SMILES): COCCOCCOC.COCCOCCOC.COCCOCCOC.COCCOCCOC.COCCOCCOC.COCCOCCOC.COCCOCCOC.COCCOCCOC.COCCOCCOC.C1CCOC1.C1CCOC1
- 2S+1: 1

Each line ends with the Löwdin charge.
CARTESIAN COORDINATES (ANGSTROEM)
C1 -21.27 -20.34 2.21  -0.1413
O1 -22.52 -19.72 2.18  -0.1837
C2 -22.79 -19.18 0.85  -0.1571
C3 -23.84 -18.09 0.92  -0.1877
O2 -23.28 -16.91 1.48  -0.1584
C4 -24.17 -15.77 1.47  -0.1824
C5 -23.45 -14.65 2.19  -0.2721
O3 -22.51 -14.16 1.31  -0.1701
C6 -21.64 -13.37 2.10  -0.1182
H1 -20.48 -19.51 2.22  0.1200
H2 -21.06 -21.03 1.40  0.0450
H3 -21.14 -20.85 3.17  0.0791
H4 -23.22 -19.82 0.12  0.1021
H5 -21.82 -18.80 0.42  0.1452
H6 -24.70 -18.28 1.55  0.1260
H7 -24.11 -17.91 -0.11  0.1225
H8 -25.08 -16.14 2.03  0.1352
H9 -24.50 -15.53 0.43  0.1374
H10 -23.02 -15.21 3.10  0.1527
H11 -24.11 -13.83 2.51  0.1283
H12 -21.09 -14.07 2.72  0.0839
H13 -22.13 -12.57 2.76  0.1158
H14 -20.96 -13.01 1.34  0.0846
C7 -27.81 -26.74 -1.11  -0.1053
O4 -27.41 -27.03 -2.41  -0.1693
C8 -27.51 -28.33 -2.91  -0.2200
C9 -26.29 -29.20 -2.67  -0.1656
O5 -26.04 -29.40 -1.26  -0.1709
C10 -25.32 -30.55 -0.92  -0.2144
C11 -24.71 -30.41 0.49  -0.2105
O6 -23.81 -29.40 0.78  -0.1922
C12 -24.35 -28.13 1.14  -0.0692
H15 -28.79 -27.16 -1.04  0.0803
H16 -27.78 -25.63 -1.02  0.0979
H17 -27.16 -27.17 -0.34  0.0733
H18 -27.48 -28.25 -3.96  0.1122
H19 -28.37 -28.90 -2.58  0.1255
H20 -25.36 -28.74 -3.12  0.1408
H21 -26.46 -30.25 -3.17  0.1549
H22 -24.48 -30.72 -1.60  0.1264
H23 -26.00 -31.42 -0.95  0.1302
H24 -24.20 -31.36 0.70  0.1339
H25 -25.59 -30.29 1.11  0.1163
H26 -24.82 -27.73 0.26  0.0752
H27 -23.53 -27.50 1.46  0.0572
H28 -25.04 -28.28 1.96  0.0812
C13 -27.64 -22.20 4.99  -0.1043
O7 -26.35 -22.04 4.46  -0.1659
C14 -26.21 -22.47 3.13  -0.2505
C15 -25.85 -21.40 2.26  -0.1903
O8 -26.98 -20.56 1.90  -0.1249
C16 -27.71 -21.02 0.76  -0.1936
C17 -28.97 -20.19 0.59  -0.2017
O9 -28.53 -18.95 0.04  -0.1901
C18 -29.54 -17.93 0.14  -0.0890
H29 -27.56 -22.01 6.07  0.0853
H30 -27.99 -23.24 4.84  0.0867
H31 -28.40 -21.55 4.52  0.0952
H32 -27.13 -22.92 2.73  0.1292
H33 -25.48 -23.30 3.05  0.1198
H34 -25.42 -21.85 1.33  0.1336
H35 -25.05 -20.77 2.70  0.1341
H36 -28.06 -22.03 0.89  0.1141
H37 -27.16 -20.80 -0.18  0.1410
H38 -29.30 -20.05 1.62  0.1239
H39 -29.77 -20.57 0.02  0.1094
H40 -30.49 -18.24 -0.40  0.1050
H41 -29.13 -17.08 -0.32  0.0657
H42 -29.71 -17.68 1.15  0.0727
C19 -26.83 -33.85 3.05  -0.1640
O10 -25.63 -33.63 3.65  -0.1848
C20 -25.79 -33.26 5.05  -0.1608
C21 -24.42 -32.77 5.58  -0.1917
O11 -24.17 -31.49 5.09  -0.1498
C22 -24.77 -30.47 5.90  -0.1624
C23 -24.77 -29.09 5.18  -0.1852
O12 -23.50 -28.47 5.26  -0.2111
C24 -22.57 -28.85 4.23  -0.0710
H43 -27.48 -32.94 3.26  0.0999
H44 -27.42 -34.65 3.52  0.0889
H45 -26.66 -34.01 2.00  0.0831
H46 -26.10 -34.15 5.60  0.1236
H47 -26.53 -32.48 5.17  0.1048
H48 -23.72 -33.42 5.11  0.1169
H49 -24.34 -32.86 6.67  0.1306
H50 -24.14 -30.36 6.81  0.1334
H51 -25.76 -30.84 6.19  0.1147
H52 -25.53 -28.38 5.53  0.1237
H53 -25.01 -29.28 4.09  0.1241
H54 -21.77 -28.06 4.33  0.0742
H55 -22.94 -28.81 3.17  0.0781
H56 -22.17 -29.87 4.42  0.0984
C25 -20.54 -26.86 6.62  -0.0661
O13 -19.59 -27.89 6.19  -0.1912
C26 -19.48 -28.86 7.16  -0.2309
C27 -18.76 -28.49 8.49  -0.1381
O14 -17.33 -28.48 8.32  -0.1473
C28 -16.75 -27.24 7.91  -0.1970
C29 -15.31 -27.52 7.56  -0.2162
O15 -15.31 -28.29 6.40  -0.1941
C30 -15.28 -29.72 6.44  -0.0712
H57 -20.03 -26.19 7.26  0.0665
H58 -21.47 -27.29 6.98  0.0859
H59 -20.87 -26.36 5.69  0.0663
H60 -18.83 -29.59 6.71  0.1184
H61 -20.45 -29.32 7.42  0.1252
H62 -18.99 -29.25 9.22  0.1210
H63 -19.03 -27.46 8.78  0.1171
H64 -16.75 -26.41 8.59  0.1134
H65 -17.25 -26.85 6.97  0.1321
H66 -14.89 -28.02 8.41  0.1199
H67 -14.75 -26.61 7.36  0.1253
H68 -15.12 -30.07 5.43  0.0722
H69 -16.19 -30.15 6.86  0.0769
H70 -14.47 -30.01 7.10  0.0824
C31 -20.26 -26.51 -2.45  -0.1343
O16 -19.87 -27.54 -1.62  -0.1699
C32 -20.89 -27.90 -0.73  -0.1877
C33 -20.40 -28.96 0.27  -0.1397
O17 -19.54 -28.18 1.11  -0.1442
C34 -19.09 -28.99 2.22  -0.1585
C35 -17.83 -28.47 2.85  -0.2157
O18 -16.78 -28.54 1.94  -0.1620
C36 -15.63 -28.10 2.60  -0.1100
H71 -19.49 -26.33 -3.21  0.0962
H72 -20.64 -25.59 -2.00  0.0586
H73 -21.20 -26.78 -2.99  0.0953
H74 -21.75 -28.22 -1.25  0.1095
H75 -21.12 -27.00 -0.24  0.0950
H76 -19.85 -29.76 -0.27  0.1404
H77 -21.23 -29.43 0.79  0.1085
H78 -18.89 -30.00 1.85  0.1335
H79 -19.80 -28.94 3.03  0.1046
H80 -17.50 -29.05 3.72  0.1302
H81 -17.96 -27.39 3.09  0.1199
H82 -15.43 -28.63 3.54  0.0669
H83 -15.73 -27.08 3.00  0.0913
H84 -14.77 -28.06 1.92  0.0862
C37 -18.13 -22.06 1.70  -0.0942
O19 -18.37 -23.33 1.15  -0.2276
C38 -17.21 -23.90 0.52  -0.1795
C39 -17.51 -25.36 0.21  -0.1417
O20 -16.29 -25.96 -0.36  -0.1337
C40 -16.49 -27.11 -1.19  -0.1766
C41 -15.16 -27.55 -1.79  -0.2087
O21 -14.44 -27.92 -0.66  -0.2135
C42 -13.11 -28.35 -0.78  -0.1087
H85 -19.02 -21.81 2.27  0.0601
H86 -17.88 -21.29 0.99  0.0919
H87 -17.34 -22.28 2.45  0.0912
H88 -16.43 -23.88 1.24  0.1103
H89 -16.90 -23.31 -0.37  0.1395
H90 -18.34 -25.36 -0.50  0.1156
H91 -17.84 -25.90 1.09  0.1054
H92 -17.14 -26.75 -2.00  0.1142
H93 -17.01 -27.91 -0.67  0.1160
H94 -14.66 -26.75 -2.41  0.1408
H95 -15.40 -28.45 -2.40  0.1345
H96 -13.12 -29.29 -1.36  0.0913
H97 -12.75 -28.44 0.21  0.0682
H98 -12.43 -27.64 -1.38  0.1077
C43 -25.68 -22.33 9.56  -0.0576
O22 -26.76 -22.49 8.62  -0.1704
C44 -27.24 -23.76 8.53  -0.2580
C45 -26.48 -24.70 7.62  -0.1971
O23 -25.21 -24.96 8.11  -0.1530
C46 -24.11 -25.08 7.32  -0.1793
C47 -23.08 -23.93 7.59  -0.1980
O24 -22.73 -23.94 8.95  -0.1874
C48 -21.66 -23.02 9.20  -0.0803
H99 -25.15 -23.33 9.66  0.1009
H100 -26.04 -22.00 10.55  0.0897
H101 -24.99 -21.67 9.12  0.0609
H102 -28.20 -23.76 8.03  0.1184
H103 -27.37 -24.19 9.51  0.1264
H104 -26.41 -24.37 6.58  0.1128
H105 -27.09 -25.70 7.65  0.1521
H106 -24.46 -25.08 6.25  0.1275
H107 -23.62 -26.08 7.51  0.1326
H108 -23.54 -22.98 7.28  0.1094
H109 -22.20 -24.13 6.98  0.1112
H110 -20.73 -23.31 8.69  0.0834
H111 -21.50 -23.11 10.29  0.0989
H112 -21.98 -22.04 8.93  0.0687
C49 -17.82 -24.71 4.49  -0.0866
O25 -17.95 -23.29 4.66  -0.1865
C50 -18.16 -23.06 6.05  -0.2193
C51 -18.13 -21.61 6.40  -0.1469
O26 -19.38 -21.04 5.93  -0.1192
C52 -19.95 -20.06 6.73  -0.2399
C53 -21.24 -19.65 6.13  -0.2271
O27 -22.02 -20.81 6.08  -0.2088
C54 -23.42 -20.60 5.76  -0.0660
H113 -17.69 -24.84 3.40  0.0821
H114 -18.69 -25.28 4.87  0.0774
H115 -16.90 -25.04 4.98  0.0869
H116 -17.31 -23.50 6.62  0.1336
H117 -19.16 -23.50 6.36  0.1394
H118 -17.28 -21.18 5.91  0.1221
H119 -18.00 -21.37 7.42  0.1132
H120 -19.30 -19.13 6.80  0.1463
H121 -20.17 -20.33 7.78  0.1245
H122 -21.14 -19.26 5.10  0.1311
H123 -21.79 -19.00 6.74  0.1103
H124 -23.94 -20.23 6.63  0.0841
H125 -23.75 -21.57 5.44  0.0593
H126 -23.57 -19.86 4.97  0.0897
C55 -21.23 -23.09 -0.46  -0.1906
C56 -22.69 -23.21 -0.87  -0.1523
C57 -22.69 -22.63 -2.32  -0.1647
O28 -21.71 -21.53 -2.26  -0.1746
C58 -20.67 -21.93 -1.25  -0.1428
H127 -20.75 -23.97 -0.83  0.0707
H128 -21.14 -22.99 0.65  0.0949
H129 -23.24 -22.61 -0.12  0.0967
H130 -23.07 -24.23 -0.75  0.1052
H131 -23.67 -22.17 -2.71  0.1329
H132 -22.39 -23.36 -3.06  0.1008
H133 -20.56 -21.03 -0.59  0.1014
H134 -19.74 -22.11 -1.79  0.1139
C59 -22.55 -23.91 3.17  -0.1597
C60 -21.11 -24.36 3.35  -0.1286
C61 -20.98 -25.58 2.40  -0.1565
O29 -22.26 -25.75 1.79  -0.1788
C62 -23.26 -25.10 2.56  -0.2006
H135 -22.54 -23.10 2.49  0.0787
H136 -23.00 -23.48 4.05  0.1024
H137 -20.95 -24.75 4.38  0.0897
H138 -20.42 -23.57 3.10  0.0938
H139 -20.61 -26.53 2.90  0.1181
H140 -20.30 -25.29 1.61  0.0963
H141 -23.56 -25.87 3.36  0.1392
H142 -24.12 -24.80 1.99  0.1022


# 5
This record from OMol25 describes a molecular structure, C38H46Cl6OP4Pb. The level of theory is the ωB97M-V functional and the def2-TZVPD basis.

- LUMO (spin up / spin down): -6.9 / -7.2 eV
- 2S+1: 1
- Net charge: +2

Each line ends with the Löwdin charge.
CARTESIAN COORDINATES (ANGSTROEM)
P1 -1.56 -0.96 -3.19  1.0866
C1 -3.31 -1.07 -3.64  -0.3140
C2 -3.79 -0.30 -4.72  -0.0745
H1 -3.16 0.48 -5.15  0.1064
C3 -5.05 -0.56 -5.27  -0.0570
H2 -5.38 0.02 -6.14  0.1168
C4 -5.86 -1.55 -4.71  -0.0531
H3 -6.85 -1.73 -5.14  0.1178
C5 -5.41 -2.29 -3.62  -0.0584
H4 -6.05 -3.07 -3.19  0.1152
C6 -4.14 -2.05 -3.08  -0.0749
H5 -3.78 -2.64 -2.23  0.1144
C7 -0.93 0.52 -4.02  -0.3222
C8 -1.23 1.78 -3.47  -0.0946
H6 -1.73 1.84 -2.50  0.1128
C9 -0.91 2.94 -4.17  -0.0674
H7 -1.16 3.91 -3.74  0.1125
C10 -0.28 2.85 -5.42  -0.0569
H8 -0.03 3.76 -5.97  0.1166
C11 0.01 1.60 -5.97  -0.0579
H9 0.49 1.52 -6.95  0.1177
C12 -0.30 0.43 -5.27  -0.0627
H10 -0.07 -0.55 -5.70  0.1119
C13 -0.79 -2.38 -4.00  -0.3038
C14 -1.45 -2.97 -5.10  -0.0655
H11 -2.48 -2.71 -5.32  0.1074
C15 -0.79 -3.90 -5.90  -0.0529
H12 -1.30 -4.32 -6.77  0.1180
C16 0.52 -4.28 -5.59  -0.0550
H13 1.05 -4.99 -6.23  0.1174
C17 1.16 -3.74 -4.46  -0.0612
H14 2.18 -4.03 -4.21  0.1129
C18 0.49 -2.81 -3.65  -0.0754
H15 0.97 -2.44 -2.74  0.0936
Pb1 -0.18 -0.02 3.39  0.8435
C19 1.55 0.45 1.65  -0.2084
C20 1.87 0.77 0.40  -0.3480
H16 2.30 0.58 2.46  -0.0157
C21 1.09 0.46 -0.90  -0.4239
O1 2.03 -0.29 -1.71  -0.0797
H17 1.69 -0.40 -2.62  0.0918
C22 -0.12 -0.35 -0.86  -0.0860
H18 0.79 1.41 -1.38  0.1245
C23 -1.16 -0.85 -1.45  -0.3000
Cl1 -2.25 -1.35 2.44  -0.1112
P2 1.26 -2.48 3.07  0.7218
P3 -1.69 2.29 2.85  0.7177
C24 0.67 -3.73 4.26  -0.2690
H19 -0.40 -3.90 4.09  0.0539
H20 0.81 -3.35 5.28  0.0288
H21 1.24 -4.65 4.11  0.0602
C25 0.95 -3.23 1.44  -0.2443
H22 1.29 -2.54 0.64  0.0351
H23 -0.14 -3.36 1.31  0.0389
H24 1.48 -4.19 1.37  0.0660
C26 3.08 -2.54 3.23  -0.2476
H25 3.37 -2.06 4.17  0.0536
H26 3.54 -2.00 2.39  0.0358
H27 3.41 -3.59 3.23  0.0632
C27 -2.60 2.62 4.41  -0.2454
H28 -1.87 2.81 5.21  0.0459
H29 -3.19 1.73 4.68  0.0612
H30 -3.26 3.50 4.28  0.0653
C28 -0.89 3.88 2.46  -0.2572
H31 -0.41 3.79 1.48  0.0457
H32 -0.11 4.09 3.21  0.0101
H33 -1.64 4.68 2.45  0.0662
C29 -3.00 2.12 1.59  -0.2579
H34 -3.60 1.23 1.82  0.0286
H35 -2.53 1.95 0.61  0.0424
H36 -3.63 3.02 1.56  0.0658
P4 3.48 1.65 0.23  0.8923
C30 4.16 2.41 1.72  -0.1894
C31 3.26 2.97 -0.96  -0.1614
H37 4.30 1.67 2.51  0.0589
H38 3.52 3.23 2.08  0.0498
H39 5.14 2.82 1.44  0.0799
H40 2.81 2.59 -1.88  0.0652
H41 4.25 3.39 -1.19  0.0743
H42 2.63 3.75 -0.53  0.0732
C32 4.70 0.46 -0.33  -0.1627
H43 5.01 -0.18 0.50  0.0685
H44 5.57 1.01 -0.71  0.0714
H45 4.26 -0.15 -1.12  0.0536
H46 -1.91 -1.31 -0.76  0.0497
Cl2 -1.04 -1.34 6.40  0.6889
C33 -0.02 0.03 6.72  -0.7071
C34 0.48 0.77 5.67  -0.3004
C35 1.33 1.83 5.90  -0.6881
Cl3 1.95 2.75 4.55  0.6936
C36 1.72 2.18 7.22  -0.6956
Cl4 2.80 3.47 7.51  0.7329
C37 1.19 1.44 8.31  -0.6903
Cl5 1.62 1.85 9.91  0.7509
C38 0.30 0.37 8.06  -0.6943
Cl6 -0.37 -0.50 9.36  0.7439


# 6
This record from OMol25 describes a molecular structure, C5H8N2. The level of theory is the ωB97M-V functional and the def2-TZVPD basis.

- LUMO: 0.2 eV
- ΔE to the lowest compared entry with this formula, charge and spin: 314.2 kJ/mol
- 2S+1: 1

Each line ends with the Löwdin charge.
CARTESIAN COORDINATES (ANGSTROEM)
C1 -0.65 0.19 -0.08  -0.4518
C2 -1.08 -0.56 1.18  -0.0616
C3 0.87 0.29 -0.15  -0.3339
N1 -1.28 -0.42 -1.25  0.0393
C4 1.57 1.42 -0.06  0.0654
C5 1.57 -1.02 -0.81  -0.1074
N2 1.87 -1.29 0.30  0.1862
H1 -1.01 1.22 -0.02  0.1372
H2 -0.93 0.00 -2.10  0.0783
H3 -1.05 -1.41 -1.30  0.0677
H4 -2.17 -0.58 1.22  0.0795
H5 -0.71 -1.59 1.17  0.0715
H6 -0.71 -0.06 2.08  0.0832
H7 1.06 2.38 -0.04  0.0745
H8 2.65 1.44 -0.13  0.0718